8 unconnected molecules or ions with the total composition C21H28ClO25 at a distorted geometry, computed with the ωB97M-V functional and the def2-TZVPD basis.

Geometry (Å):
Cl (0.4841, 0.2695, 0.0015)
O (4.8130, 4.2368, -2.5111)
O (0.6982, -2.5208, 4.0140)
O (-2.1390, -4.3294, 1.1150)
O (-2.6084, -2.1888, 1.3733)
O (-3.6238, 1.1884, 3.0526)
O (0.0744, -2.9511, 2.0816)
O (3.0109, 3.1467, 5.1054)
O (4.0274, 2.2285, -2.0121)
O (1.6839, 0.3706, 0.7366)
O (0.4820, 1.0475, -1.1991)
O (1.3960, -0.5038, -5.2444)
O (-4.3718, 1.3941, 0.9841)
O (0.7354, 0.7204, -3.6336)
O (2.8387, 3.9912, -1.5487)
O (-3.7180, -0.5600, -2.8773)
O (0.6627, 1.5482, -5.7704)
O (-0.6092, 0.6957, 0.8392)
O (-5.4979, 2.5495, 2.5685)
O (0.3531, -1.1150, -0.3754)
O (-4.5907, -1.0012, -0.8429)
O (-3.4780, -3.7909, 2.8979)
O (0.2899, -4.6278, 3.5137)
O (-2.6513, 0.0120, -1.0952)
O (3.2438, 3.3262, 2.8761)
O (3.3365, 1.3081, 3.6649)
C (-2.0467, -2.2486, 0.0610)
C (-4.6322, 1.7631, 2.2352)
C (-3.2444, 0.5792, 0.8979)
C (-1.5178, -3.7423, -0.0352)
C (1.2245, -0.4525, -3.0496)
C (3.5365, 1.1571, 2.2604)
C (-2.5534, 0.1242, -3.3950)
C (-2.8653, -3.4424, 1.8185)
C (2.0498, 2.9266, -1.0805)
C (0.9030, 0.6450, -4.9270)
C (3.9925, 3.5590, -1.9247)
C (-2.8977, 0.2465, 2.3428)
C (0.5907, -1.2802, 3.4342)
C (0.4685, -1.6740, 2.0138)
C (3.0969, 2.5283, 1.6757)
C (3.1979, 2.6224, 3.9897)
C (0.4102, -3.4761, 3.2092)
C (-1.6661, 0.0998, -2.1912)
C (1.8598, -1.2439, -4.1506)
C (-3.7251, -0.5651, -1.6005)
C (2.9792, 1.6913, -1.1826)
H (2.0478, 2.5596, 1.3816)
H (-1.8081, 0.2600, 2.3183)
H (1.3414, -1.4861, 1.3886)
H (-3.2977, -0.7349, 2.5976)
H (1.5282, -0.7433, 3.5789)
H (-0.4363, -3.8371, 0.0617)
H (-2.4196, 1.0137, 0.3331)
H (-2.0096, -4.2130, -0.8865)
H (2.4391, 0.8204, -1.5540)
H (-1.0365, -0.7753, -2.0303)
H (1.8805, -0.2168, -2.2116)
H (2.9058, 0.3865, 1.8171)
H (-2.8794, -1.9725, -0.5860)
H (-0.4502, -1.2455, 1.6134)
H (4.5972, 1.0278, 2.0449)
H (-1.2287, 1.0923, -2.0821)
H (-3.5452, -0.3376, 0.3909)
H (-2.8151, 1.1538, -3.6390)
H (-2.0829, -0.4176, -4.2155)
H (3.7868, 2.7572, 0.8634)
H (1.5623, -2.2851, -4.2756)
H (3.3225, 1.4472, -0.1773)
H (-1.2929, -1.4689, -0.0483)
H (-0.2678, -0.6462, 3.6562)
H (2.9410, -1.1994, -4.0199)
H (1.2043, 2.7559, -1.7469)
H (1.6432, 3.0099, -0.0726)
H (0.3673, -0.9675, -2.6159)

## Properties
Orbital gap ... 9.4 eV
Net charge ... -1
Energy above the lowest of the compared OMol25 structures with the same formula, charge and spin ... 624.7 kJ/mol

Mulliken population analysis, charges in e, atoms 1 to 2: atom 1 (Cl): 1.66, atom 2 (O): -0.63



A molecular structure, C29H32N5O4S2Ti at a distorted geometry, computed with the ωB97M-V functional and the def2-TZVPD basis.

Geometry (Å):
Ti (0.1712, -0.7867, -0.2721)
S (-0.1652, 1.3481, 4.0389)
S (-0.1102, -1.1179, 2.3258)
O (1.7116, -2.1810, 0.2512)
O (1.8852, 0.1607, 0.1725)
O (0.9751, -1.6847, -2.4901)
O (-1.2619, -1.9457, -0.8094)
N (2.9599, -0.5663, 0.7055)
N (-1.3122, 0.3765, 0.3370)
N (0.3775, 0.8546, -1.7721)
N (-0.8809, 1.2168, 1.3519)
N (2.9465, -1.8389, 0.4313)
C (-2.8690, -0.3134, -1.3865)
C (-5.2708, 0.4853, 3.4577)
C (-4.8042, 1.4766, 4.3107)
C (-1.2800, 0.2355, 5.0118)
C (-2.3174, -1.6034, -1.5631)
C (4.0061, 0.0656, 1.3003)
C (2.3052, -1.3205, -3.0267)
C (-0.3798, 0.5778, 2.4022)
C (4.8469, 1.8138, 2.8152)
C (0.5779, 1.9823, -2.0223)
C (-3.1834, 1.8650, -0.1032)
C (-2.7096, 0.2765, 4.4976)
C (-4.3645, -0.6895, -3.2661)
C (6.1450, 1.5018, 2.4752)
C (-3.5055, 1.3863, 4.8045)
C (-2.4433, 0.6140, -0.3678)
C (0.9133, 3.3829, -2.3871)
C (5.3665, -0.2966, 1.0761)
C (3.7746, 1.1866, 2.1436)
C (0.8025, -3.1279, -2.7226)
C (-3.7998, 0.1708, -2.3363)
C (-3.2254, -0.7563, 3.7143)
C (1.7235, 3.4951, -3.6761)
C (6.4210, 0.5251, 1.5349)
C (3.1726, -2.6092, -3.1023)
C (-4.5031, -0.6485, 3.1634)
C (-2.8533, -2.4311, -2.5479)
C (-3.9060, -1.9994, -3.3352)
C (2.2193, -3.7398, -2.7643)
H (1.4977, 3.8042, -1.5495)
H (2.4504, -4.1846, -1.7656)
H (5.6062, -1.1591, 0.4688)
H (2.7243, -0.5538, -2.3590)
H (-4.3710, -2.6687, -4.0462)
H (-2.4127, -3.4207, -2.7169)
H (-2.6493, 2.3888, 0.6912)
H (-0.8303, -0.7612, 4.9951)
H (3.6323, -2.6880, -4.1008)
H (0.3025, -3.2265, -3.6771)
H (7.4035, 0.3922, 1.1525)
H (-3.0543, 2.1650, 5.4167)
H (2.0490, 4.5298, -3.9162)
H (-5.4590, 2.3111, 4.5326)
H (-3.2630, 2.4749, -1.0084)
H (6.9581, 2.0283, 2.9368)
H (2.1144, -0.9259, -4.0287)
H (-0.0560, 3.9564, -2.4175)
H (3.9957, -2.5477, -2.3499)
H (2.2551, -4.5609, -3.4888)
H (-4.2404, 1.6710, 0.1867)
H (1.2044, 3.1035, -4.5628)
H (4.6540, 2.5877, 3.5498)
H (-2.6421, -1.6396, 3.5324)
H (-5.1658, -0.3084, -3.9011)
H (-4.9080, -1.4261, 2.5217)
H (-6.2616, 0.5506, 3.0420)
H (2.6395, 2.8706, -3.6358)
H (2.7563, 1.5309, 2.2975)
H (-4.0950, 1.2111, -2.2930)
H (0.1638, -3.4862, -1.9087)
H (-1.1546, 0.6403, 6.0320)

## Properties
Orbital gap ... 6.7 eV
Net charge ... +1
Energy above the lowest of the compared OMol25 structures with the same formula, charge and spin ... 101.4 kJ/mol

Mulliken population analysis, charges in e, atoms 1 to 2: atom 1 (Ti): 0.12, atom 2 (S): -0.07



2 unconnected molecules or ions with the total composition C3H9NO2S at a distorted geometry, computed with the ωB97M-V functional and the def2-TZVPD basis.

Geometry (Å):
S (-2.1999, 0.5207, -0.4773)
O (1.9128, 0.8599, 0.9835)
O (-1.5076, -1.2640, 1.6990)
N (1.7055, -0.5393, -1.0345)
C (2.4454, -0.1441, 0.0894)
C (0.4036, -0.7702, -0.9154)
C (-0.5101, 0.6568, -0.7472)
H (2.4896, 1.6173, 0.8567)
H (-1.7841, -0.6687, 0.9440)
H (3.4192, 0.2478, -0.1991)
H (-0.0027, -1.2215, -1.8173)
H (2.6253, -1.0219, 0.7304)
H (0.2582, -1.4209, -0.0375)
H (-0.4643, 1.1281, -1.7259)
H (0.0841, 1.1640, 0.0045)
H (-1.1155, -0.6883, 2.3611)

## Properties
Orbital gap ... 5.6 eV
Net charge ... 0
Energy above the lowest of the compared OMol25 structures with the same formula, charge and spin ... 598.9 kJ/mol

natural (NBO) population analysis, charges in e, atoms 1 to 2: atom 1 (S): -0.01, atom 2 (O): -0.72



20 unconnected molecules or ions with the total composition C41H80Cl39F3N5O4P2 at a distorted geometry, computed with the ωB97M-V functional and the def2-TZVPD basis.

Geometry (Å):
Cl (-4.6733, -0.6106, -3.0603)
Cl (9.3485, -1.5065, -5.6651)
Cl (-0.2274, 2.2259, -5.7976)
Cl (-0.1455, -10.1546, -0.0392)
Cl (-2.6766, -7.6303, 0.0832)
Cl (-4.2353, 1.4191, 6.5254)
Cl (-8.4279, -1.6125, -3.1104)
Cl (7.3231, 1.9251, -8.8314)
Cl (-5.8578, -2.4000, 4.4619)
Cl (-1.0603, -6.1344, -7.5298)
Cl (-1.1867, 5.0537, 9.9923)
Cl (3.3577, -6.9865, -0.3629)
Cl (-3.8237, 0.2906, -0.4211)
Cl (11.0010, 0.7114, -4.1399)
Cl (-2.4513, -10.6782, 1.6662)
Cl (-7.2353, -1.1362, 6.6991)
Cl (-1.9012, -6.8854, -2.6267)
Cl (6.6642, -0.3780, -5.5241)
Cl (3.0091, -0.2870, -6.1995)
Cl (4.6769, 3.0167, -4.9376)
Cl (-1.1723, 0.0383, -7.4771)
Cl (-6.2952, 1.8705, 13.8135)
Cl (-2.8578, 0.1553, 4.2882)
Cl (-3.8609, 2.4637, -10.0784)
Cl (5.8651, -6.4291, 1.0160)
Cl (12.3809, 2.1671, -6.2556)
Cl (7.5784, 2.9599, -4.6600)
Cl (-7.3578, 0.1641, 1.8078)
Cl (-4.3339, 5.7854, 7.3093)
Cl (-0.9866, 2.2159, -10.4980)
Cl (-8.7353, 1.4279, 4.0449)
Cl (-7.0893, -3.3296, -1.1716)
Cl (4.4947, 2.3172, -9.4192)
Cl (0.7033, -0.8107, -4.4941)
Cl (-3.2982, 3.8592, 11.6092)
Cl (-6.6396, 5.2618, 9.0147)
Cl (4.7118, 6.9042, -1.9259)
Cl (-1.1952, -4.6941, -4.9987)
Cl (-6.1603, 0.4303, 11.2823)
P (-0.5281, -0.3976, 2.3181)
P (0.2468, -1.6178, 3.9661)
F (1.7691, -2.7370, -2.2141)
F (3.0967, -0.9799, -1.3545)
F (2.6034, -2.7725, 0.1225)
O (1.4770, -2.7641, 3.5065)
O (-0.7189, -3.5825, 1.4881)
O (0.6328, -0.7534, 5.2722)
O (-1.1298, -2.6048, 4.5074)
N (-0.6305, -1.9590, -0.4211)
N (0.7118, 0.0459, -1.4642)
N (1.8917, 2.4120, -1.3793)
N (-0.9431, 1.3515, 0.5860)
N (0.4338, 1.2782, 0.5097)
C (4.2267, 5.1214, -1.5337)
C (2.4578, 2.2060, -2.7837)
C (-5.0622, -0.5777, -1.3361)
C (-8.4432, -0.0862, 3.1805)
C (3.9465, 3.4853, 4.9506)
C (2.0039, -1.9441, -0.9481)
C (1.0990, 1.4053, -0.8388)
C (-1.4846, 2.7547, 0.4531)
C (-2.5619, 1.4403, -10.7029)
C (5.6683, 1.6889, -8.2561)
C (-5.0141, 4.7369, 8.5594)
C (1.5832, 2.9200, -3.9738)
C (3.7743, 1.8897, 2.6952)
C (-5.2509, 0.9907, 12.6908)
C (2.5755, 4.9852, -1.3471)
C (6.1640, 3.9715, -4.9781)
C (2.1640, 3.6333, -0.5172)
C (-3.3915, 2.4939, 2.3783)
C (4.4854, -5.7297, 0.1603)
C (-2.0251, 3.3410, 1.9228)
C (-3.9432, -0.0950, 5.6610)
C (8.1348, -0.7585, -4.6200)
C (-0.4888, -3.3295, 0.1681)
C (-6.9432, -2.6503, 5.8346)
C (-7.7173, -3.2048, -2.8194)
C (-0.1315, -4.7278, -0.6778)
C (-0.0440, 1.3928, -7.3460)
C (0.6180, -1.1330, -0.4661)
C (2.3175, 1.0765, 2.8225)
C (2.2486, 0.0114, 1.5713)
C (0.2246, 3.5413, -3.7770)
C (-0.1509, -5.5739, -6.1213)
C (-2.0486, -8.2093, -1.4645)
C (2.3288, -1.3355, -4.9493)
C (0.7652, -0.1797, 0.9042)
C (11.0017, 2.1624, -5.1497)
C (-0.8257, -11.2031, 1.2110)
C (-1.3430, -2.1316, -1.7301)
C (4.4220, 2.0962, 4.2234)
C (-2.0704, 5.1281, 11.5215)
C (-4.7872, 3.1789, 1.8513)
H (-2.4135, 4.4385, 1.6977)
H (4.8104, 4.7996, -0.5676)
H (-2.4773, 2.6638, -0.2044)
H (0.6503, -4.9105, -6.4561)
H (5.5437, 2.2140, -7.3059)
H (-5.6414, 2.3602, 1.6952)
H (-7.8959, -3.0403, 5.4683)
H (-1.4349, 0.7955, -0.1458)
H (-0.2409, 2.0996, -8.1557)
H (-3.3422, 1.4078, 1.8977)
H (-1.1955, 3.2968, 2.7481)
H (-3.4892, 2.3917, 3.5516)
H (4.8479, -5.1892, -0.7175)
H (-5.2367, 3.9212, 2.6714)
H (11.0588, 3.0437, -4.5062)
H (6.2675, 4.4272, -5.9658)
H (-0.1813, 0.3496, -1.9048)
H (5.4905, 0.6203, -8.1132)
H (2.3152, -2.4265, 3.9804)
H (2.0502, 3.0077, -5.0681)
H (3.5819, 2.6025, -2.7268)
H (-1.0633, -8.6538, -1.3048)
H (6.1064, 4.7523, -4.2157)
H (2.0014, 5.1508, -2.3530)
H (1.4019, 1.7997, 2.9074)
H (0.2764, -6.4381, -5.6069)
H (8.5447, 0.1645, -4.2027)
H (-4.8959, -0.4850, 5.2946)
H (-0.8760, -12.2256, 0.8291)
H (4.6367, 4.4884, -2.4300)
H (-1.6952, -1.1559, 1.8443)
H (3.6093, 4.2539, 4.1229)
H (-0.6718, -2.1474, -2.6873)
H (-3.4893, -0.8144, 6.3468)
H (2.5553, 1.0597, -3.0793)
H (-2.5645, 0.4915, -10.1608)
H (3.0865, 0.3781, 0.8038)
H (-7.9893, -0.8056, 3.8664)
H (0.9257, -5.0707, -0.2537)
H (3.0737, 3.2931, 5.7392)
H (2.2786, -2.3581, -5.3313)
H (-8.4843, -3.9689, -2.9666)
H (0.9777, 1.0139, -7.4272)
H (4.5936, 1.2384, 2.1207)
H (-0.7424, 2.9302, -3.5308)
H (-4.8236, 0.1266, 13.2053)
H (5.6084, 2.0135, 4.1200)
H (-9.3959, -0.4762, 2.8142)
H (2.9734, -1.3022, -4.0676)
H (0.0142, -4.5541, -1.8225)
H (-2.5589, 6.1021, 11.6031)
H (3.1166, 3.3503, 0.1448)
H (3.9643, -5.0401, 0.8289)
H (-0.7963, 3.5088, -0.1169)
H (-5.0643, 3.7144, 8.1775)
H (2.6791, -1.0194, 1.9934)
H (-6.8983, -3.3632, -3.5252)
H (0.2066, 4.7335, -3.8205)
H (-2.0853, -3.0658, -1.7716)
H (4.1263, 1.2030, 4.9548)
H (-2.7318, -8.9613, -1.8667)
H (-6.0234, -0.0768, -1.1978)
H (-4.3695, 4.7702, 9.4412)
H (2.2755, 5.9057, -0.6485)
H (-4.6960, 3.7241, 0.8034)
H (-2.0597, -1.1847, -1.8556)
H (-0.1812, -11.1698, 2.0927)
H (10.0780, 2.1905, -5.7328)
H (-5.1242, -1.6039, -0.9658)
H (-0.9034, -5.5897, -0.4484)
H (2.4422, 0.4227, 3.8128)
H (1.3159, 3.8942, 0.2454)
H (3.6582, 2.9583, 2.2250)
H (-6.4893, -3.3697, 6.5205)
H (-1.3655, 4.9986, 12.3463)
H (4.8691, 3.9228, 5.5539)
H (-1.7538, -2.6885, 3.7248)
H (-4.4497, 1.6541, 12.3561)
H (7.8864, -1.4505, -3.8116)
H (-2.7329, 1.2579, -11.7666)

## Properties
Orbital gap ... 6.4 eV
Net charge ... +1

Mulliken population analysis, charges in e, atoms 1 to 2: atom 1 (Cl): -0.14, atom 2 (Cl): -0.13



net charge of number 4 (C41H80Cl39F3N5O4P2)?
+1